Record 1
One molecule with the formula C2H4N2O. Source: OMol25; level of theory: the ωB97M-V functional and the def2-TZVPD basis.

Computed properties:
Orbital gap in hartree: 0.3847
SMILES: [H]/N=C/NC=O
LUMO in hartree: 0.02635
E_tot in eV: -7165.59321
Energy above the lowest of the compared OMol25 structures with the same formula, charge and spin in kcal/mol: 20.4

Cartesian coordinates (Å):
1 H 0.282 1.565 2.393
2 N 0.102 1.310 1.366
3 C -0.681 -0.184 -0.797
4 C 0.668 0.115 1.187
5 O -0.649 -0.659 -1.966
6 H 1.324 -0.404 1.882
7 N 0.473 -0.548 0.024
8 H -1.518 0.454 -0.274
9 H 1.155 -1.272 -0.348

Forces on atoms 1 to 2 (eV/Å):
H -0.28 -0.27 -1.92
N 1.72 -2.83 1.93

---

Record 2
One molecule with the formula C2H4N2O. Source: OMol25; level of theory: the ωB97M-V functional and the def2-TZVPD basis.

Computed properties:
Orbital gap (spin up / spin down) in hartree: 0.2093 / 0.3293
Expectation value of S²: 2.005
Multiplicity: 3
LUMO (spin up / spin down) in hartree: 0.03481 / -0.03938
E_tot in eV: -7159.51511
Energy above the lowest of the compared OMol25 structures with the same formula, charge and spin in kcal/mol: 54.7

Cartesian coordinates (Å):
1 H -0.935 2.163 -0.112
2 C -0.632 0.409 0.102
3 N 0.549 -1.220 -0.082
4 H 1.103 0.846 -1.214
5 H 1.449 -1.476 0.466
6 N -0.543 -0.790 0.894
7 O -1.405 1.479 0.439
8 H -1.315 -1.458 0.721
9 C 0.595 0.173 -0.468

Forces on atoms 1 to 2 (eV/Å):
H -1.07 0.02 0.93
C -6.91 -1.46 1.59

---

Record 3
A 2-piece molecular cluster, C2H4N2O2 overall. Source: OMol25; level of theory: the ωB97M-V functional and the def2-TZVPD basis.

Computed properties:
Orbital gap in hartree: 0.1164
Charge: -2
LUMO in hartree: 0.18404
E_tot in eV: -9204.53739
Energy above the lowest of the compared OMol25 structures with the same formula, charge and spin in kcal/mol: 89.8

Cartesian coordinates (Å):
1 H -0.370 -0.274 -1.296
2 C 1.224 -0.496 0.189
3 N 2.157 0.107 -0.618
4 O 0.543 -2.804 0.498
5 O 2.699 1.159 -0.047
6 H -7.569 6.129 0.067
7 H 1.501 -0.568 1.347
8 H -0.929 -0.782 0.553
9 N 0.883 -1.807 -0.366
10 C -0.139 -0.662 -0.328

Forces on atoms 1 to 2 (eV/Å):
H -0.40 0.49 -0.18
C 1.98 -0.94 3.57

---

Record 4
A 2-piece molecular cluster, C2H4N2O2 overall. Source: OMol25; level of theory: the ωB97M-V functional and the def2-TZVPD basis.

Computed properties:
Orbital gap in hartree: 0.2088
Charge: -2
LUMO in hartree: 0.26805
E_tot in eV: -9206.28771
Energy above the lowest of the compared OMol25 structures with the same formula, charge and spin in kcal/mol: 49.4

Cartesian coordinates (Å):
1 O 1.272 0.145 -2.810
2 H -0.521 1.650 -0.370
3 H -0.172 -0.841 0.977
4 H -0.839 0.323 -1.602
5 H 1.210 -2.835 1.636
6 O 0.586 -2.697 2.267
7 C -0.231 0.663 -0.817
8 N 1.199 0.274 -1.478
9 C 0.245 -0.369 0.167
10 N 1.247 -0.813 -0.601

Forces on atoms 1 to 2 (eV/Å):
O -0.13 -0.68 0.19
H 0.40 -0.26 -0.81

---

Record 5
A 2-piece molecular cluster, C2H4N2O2 overall. Source: OMol25; level of theory: the ωB97M-V functional and the def2-TZVPD basis.

Computed properties:
Orbital gap (spin up / spin down) in hartree: 0.2980 / 0.2981
LUMO (spin up / spin down) in hartree: -0.02511 / -0.02508
E_tot in eV: -9208.73599
Energy above the lowest of the compared OMol25 structures with the same formula, charge and spin in kcal/mol: 149.6

Cartesian coordinates (Å):
1 C -0.288 -0.439 0.012
2 H -1.887 0.438 -0.993
3 N 0.830 0.140 -0.188
4 H -0.102 -1.479 0.007
5 N 2.501 -0.870 -0.056
6 O 1.181 1.318 -0.173
7 H -1.492 1.055 0.683
8 O 3.265 -0.034 0.142
9 H -2.356 -0.362 0.516
10 C -1.652 0.233 0.050

Forces on atoms 1 to 2 (eV/Å):
C -0.16 -0.39 -0.47
H -0.46 0.52 0.24

---

Record 6
One molecule with the formula C2H4N2O2. Source: OMol25; level of theory: the ωB97M-V functional and the def2-TZVPD basis.

Computed properties:
Orbital gap in hartree: 0.4067
SMILES: NC(=O)NC=O
LUMO in hartree: 0.02447
E_tot in eV: -9214.35309
Energy above the lowest of the compared OMol25 structures with the same formula, charge and spin in kcal/mol: 20.1

Cartesian coordinates (Å):
1 O 0.516 -0.982 1.474
2 H -2.626 0.638 0.249
3 O -1.933 -1.024 -0.643
4 H -0.292 1.483 -0.303
5 N 1.756 -0.006 -0.174
6 C -1.763 0.043 -0.111
7 C 0.593 -0.246 0.516
8 H 2.499 -0.649 0.064
9 H 1.695 0.233 -1.154
10 N -0.483 0.571 0.087

Forces on atoms 1 to 2 (eV/Å):
O -0.15 0.21 -0.69
H 0.42 0.19 -0.22

---

Record 7
One molecule with the formula C2H4N2O2. Source: OMol25; level of theory: the ωB97M-V functional and the def2-TZVPD basis.

Computed properties:
Orbital gap in hartree: 0.4034
SMILES: NC(=O)NC=O
LUMO in hartree: 0.02228
E_tot in eV: -9214.93430
Energy above the lowest of the compared OMol25 structures with the same formula, charge and spin in kcal/mol: 6.7

Cartesian coordinates (Å):
1 C 0.793 0.910 -1.322
2 H -1.911 -0.801 0.920
3 H -1.039 0.598 -0.873
4 N -0.137 0.336 -0.490
5 C 0.117 -0.362 0.700
6 O 0.394 1.543 -2.275
7 H 1.848 0.745 -1.071
8 N -1.002 -0.791 1.350
9 H -0.846 -1.371 2.159
10 O 1.244 -0.542 1.113

Forces on atoms 1 to 2 (eV/Å):
C 0.02 0.16 -0.31
H 0.10 0.02 0.00

---

Record 8
One molecule with the formula C2H4N2O2. Source: OMol25; level of theory: the ωB97M-V functional and the def2-TZVPD basis.

Computed properties:
Orbital gap in hartree: 0.4001
SMILES: NC(=O)/N=C\O
LUMO in hartree: 0.03059
E_tot in eV: -9214.54445
Energy above the lowest of the compared OMol25 structures with the same formula, charge and spin in kcal/mol: 15.6

Cartesian coordinates (Å):
1 H 1.923 1.250 0.238
2 C -1.514 0.310 0.466
3 H -2.242 0.783 1.123
4 O -2.108 -0.227 -0.597
5 N 1.825 0.327 -0.149
6 O 0.521 -1.527 -0.336
7 N -0.280 0.358 0.770
8 H 2.645 -0.171 -0.454
9 C 0.678 -0.374 0.047
10 H -1.449 -0.729 -1.109

Forces on atoms 1 to 2 (eV/Å):
H -0.02 -0.17 0.08
C 0.18 0.16 0.17

---

Record 9
One molecule with the formula C2H4N2O2. Source: OMol25; level of theory: the ωB97M-V functional and the def2-TZVPD basis.

Computed properties:
Orbital gap (spin up / spin down) in hartree: 0.3179 / 0.3248
LUMO (spin up / spin down) in hartree: -0.00534 / -0.00999
E_tot in eV: -9207.47425
Energy above the lowest of the compared OMol25 structures with the same formula, charge and spin in kcal/mol: 178.7

Cartesian coordinates (Å):
1 O 0.577 -1.796 -0.169
2 N 1.493 0.551 0.001
3 N -0.575 -1.313 0.282
4 C 0.352 1.025 -0.048
5 O 2.705 0.534 0.118
6 H -0.912 -1.404 1.301
7 H -0.183 1.972 -0.348
8 H -0.976 -0.056 -1.271
9 C -0.880 -0.017 -0.222
10 H -1.601 0.504 0.357

Forces on atoms 1 to 2 (eV/Å):
O -2.43 0.51 1.41
N 1.40 -0.03 0.54

---

Record 10
C2H4N2O2 as an isolated structure. Source: OMol25; level of theory: the ωB97M-V functional and the def2-TZVPD basis.

Computed properties:
Orbital gap in hartree: 0.4021
LUMO in hartree: 0.03307
E_tot in eV: -9212.93262
Energy above the lowest of the compared OMol25 structures with the same formula, charge and spin in kcal/mol: 52.8

Cartesian coordinates (Å):
1 H -2.175 0.520 -1.052
2 C -0.837 -0.016 0.345
3 H 1.199 -1.751 -0.437
4 H 2.454 0.028 0.732
5 C 1.379 0.010 0.532
6 H -0.556 0.917 -1.421
7 N 0.753 -0.884 -0.162
8 O -1.481 -0.566 1.172
9 N -1.249 0.741 -0.713
10 O 0.609 0.916 0.976

Forces on atoms 1 to 2 (eV/Å):
H 0.12 -0.04 0.11
C -0.44 -0.09 0.21